ORCA calculation (the ωB97M-V functional and the def2-TZVPD basis) on a molecular structure, C25H22N5O2Pt in a non-equilibrium geometry.

Calculated values
Net charge: +1
Lowest unoccupied orbital energy (spin up / spin down), eV: -5.74 / -5.74
Energy above the lowest of the compared OMol25 structures with the same formula, charge and spin, kJ/mol: 560.1
Total energy, a.u.: -1508.972829

Geometry (Å):
Pt: -0.062 -0.258 0.287
O: -1.630 5.514 6.003
O: 0.519 5.398 5.526
N: -1.904 -0.912 0.552
N: -4.725 0.984 0.162
N: -7.090 0.318 0.448
N: -1.306 0.882 1.510
N: -0.873 -1.696 -1.129
C: 0.070 2.504 2.609
C: -2.316 2.583 2.916
C: -1.199 1.978 2.330
C: 5.130 2.629 -0.719
C: 2.986 -0.181 1.818
C: 0.221 3.508 3.532
C: -2.150 3.605 3.840
C: -2.478 0.198 1.235
C: -3.578 1.016 0.355
C: 3.026 -1.851 -0.050
C: -2.123 -1.539 -0.623
C: -3.070 -2.739 -2.422
C: -0.709 -2.363 -2.271
C: 2.991 -0.330 0.291
C: -0.887 4.045 4.196
C: 5.200 -0.134 -1.002
C: -5.985 0.606 0.323
C: 6.197 2.028 -1.373
C: -1.786 -2.913 -2.942
C: 6.223 0.651 -1.520
C: 1.720 0.091 -0.343
C: -3.258 -2.036 -1.243
C: -0.597 5.042 5.282
C: 4.109 1.848 -0.204
C: 4.142 0.457 -0.321
H: 7.043 0.179 -2.047
H: 2.142 -0.717 2.256
H: 7.001 2.633 -1.771
H: -3.926 -3.154 -2.938
H: -3.316 2.253 2.657
H: 0.300 -2.454 -2.653
H: 3.262 2.323 0.284
H: 3.025 -2.027 -1.126
H: -3.033 -0.088 2.141
H: 0.918 2.068 2.094
H: 1.196 3.902 3.784
H: 5.088 3.706 -0.620
H: 3.925 -2.285 0.387
H: 2.158 -2.346 0.386
H: 5.243 -1.207 -1.134
H: 1.854 0.470 -1.363
H: 2.935 0.866 2.113
H: -1.626 -3.477 -3.849
H: 3.911 -0.592 2.224
H: -4.235 -1.928 -0.790
H: -2.482 5.159 5.725
H: -3.041 4.047 4.272

ORCA calculation (the ωB97M-V functional and the def2-TZVPD basis) on a molecular structure, C25H22N7O3STi in a non-equilibrium geometry.

Calculated values
Net charge: +1
Lowest unoccupied orbital energy (spin up / spin down), eV: -3.13 / -3.29
Spin multiplicity: 3
Energy above the lowest of the compared OMol25 structures with the same formula, charge and spin, kJ/mol: 136.9
Total energy, a.u.: -2822.413330

Geometry (Å):
Ti: 0.335 0.305 -0.222
S: -0.107 -2.586 -0.589
O: 2.203 6.766 -1.360
O: -0.064 6.991 -1.512
O: 0.105 -1.285 -1.427
N: 2.294 -1.976 4.117
N: 1.237 -1.391 6.077
N: 0.550 -0.405 4.162
N: 0.464 0.190 1.788
N: 2.399 0.454 -0.415
N: -1.651 0.948 -0.290
N: 0.547 2.177 -0.664
C: 1.968 4.055 -1.038
C: 4.222 1.968 -0.763
C: -4.184 1.987 -0.741
C: -2.765 0.217 -0.051
C: -2.415 -3.834 0.034
C: -0.416 4.302 -1.142
C: -1.742 -3.112 -0.941
C: 3.307 -0.543 -0.280
C: 2.853 1.707 -0.655
C: 0.544 -0.163 2.891
C: 1.018 6.382 -1.396
C: 0.789 -3.787 -1.516
C: -1.807 2.228 -0.704
C: -2.318 -2.762 -2.155
C: 1.366 -1.244 4.762
C: -0.559 2.969 -0.861
C: -3.718 -4.234 -0.228
C: 5.120 0.941 -0.642
C: -3.071 2.766 -0.932
C: -4.317 -3.896 -1.435
C: 4.653 -0.358 -0.394
C: 1.808 2.712 -0.792
C: -3.622 -3.167 -2.395
C: 0.856 4.871 -1.208
C: -4.032 0.678 -0.278
H: 1.854 -3.591 -1.398
H: -4.098 -2.910 -3.333
H: -1.773 -2.170 -2.880
H: 5.332 -1.193 -0.290
H: -5.340 -4.194 -1.626
H: 0.480 -3.677 -2.556
H: 4.553 2.982 -0.945
H: 0.522 -0.861 6.546
H: -1.939 -4.081 0.977
H: -1.255 4.971 -1.301
H: 3.008 -2.457 4.637
H: 2.547 -1.686 3.186
H: 1.798 -2.032 6.608
H: -4.265 -4.804 0.512
H: 0.525 -4.769 -1.124
H: -5.171 2.392 -0.930
H: -4.885 0.042 -0.083
H: 2.905 -1.526 -0.066
H: -3.156 3.795 -1.256
H: -2.610 -0.774 0.360
H: 6.182 1.132 -0.734
H: 2.938 4.537 -1.109

ORCA calculation (the ωB97M-V functional and the def2-TZVPD basis) on a molecular structure, C25H22NO4SYb in a non-equilibrium geometry.

Calculated values
Lowest unoccupied orbital energy (spin up / spin down), eV: -0.91 / -1.38
Spin multiplicity: 2
Total energy, a.u.: -2878.376561

Geometry (Å):
Yb: -0.277 0.010 0.460
S: -1.333 1.681 6.098
O: -2.436 2.568 6.314
O: -0.203 -0.174 -3.850
O: -0.087 1.909 6.800
O: -1.414 -0.099 2.752
N: -1.078 1.382 4.474
C: 0.348 1.140 -8.824
C: 0.269 2.555 -0.573
C: 0.708 -0.213 -8.728
C: -2.358 -0.536 7.510
C: -0.742 -2.629 -0.417
C: 0.595 -0.875 -7.513
C: 0.817 1.954 1.578
C: -2.734 -2.643 6.394
C: 0.500 -2.156 1.461
C: -0.811 -2.450 0.992
C: 0.087 -0.214 -6.372
C: -1.434 0.176 3.999
C: -0.304 1.137 -6.479
C: -0.916 2.593 0.203
C: 1.341 2.156 0.265
C: -0.151 1.809 -7.696
C: 0.603 -2.455 -0.818
C: -1.404 -0.833 -4.348
C: -0.577 2.265 1.541
C: -2.805 -1.860 7.559
C: -1.864 -0.015 6.319
C: -2.252 -2.083 5.213
C: -1.865 -0.725 5.133
C: 1.377 -2.163 0.332
C: -0.103 -0.946 -5.105
H: -2.176 -2.715 4.334
H: 0.451 -1.886 -5.020
H: 1.363 1.622 2.456
H: 0.451 1.674 -9.770
H: -2.434 0.123 8.384
H: 0.888 -1.923 -7.411
H: 2.385 2.083 -0.028
H: -1.903 2.887 -0.161
H: -1.693 -2.546 1.639
H: -1.223 2.284 2.410
H: 0.991 -2.626 -1.819
H: 0.759 -1.961 2.506
H: 2.455 -2.039 0.336
H: 1.077 -0.744 -9.606
H: -2.168 -0.179 -4.784
H: -3.085 -3.677 6.459
H: -0.694 1.659 -5.600
H: -0.426 2.867 -7.755
H: -1.545 -2.956 -1.081
H: 0.352 2.876 -1.619
H: -3.213 -2.259 8.493
H: -1.721 -1.699 -3.763

ORCA calculation (the ωB97M-V functional and the def2-TZVPD basis) on a molecular structure, C25H23BrFeN5S2.

Calculated values
Net charge: +2
Lowest unoccupied orbital energy (spin up / spin down), eV: -6.99 / -6.89
Spin multiplicity: 2
Total energy, a.u.: -5873.865659

Geometry (Å):
Br: -4.912 0.526 -5.430
Fe: -0.244 -0.031 0.342
S: -1.272 -1.782 4.155
S: -0.858 2.161 0.545
N: 0.614 3.312 -1.370
N: 1.329 3.644 0.783
N: -0.098 0.112 -1.756
N: 1.699 0.013 0.144
N: -0.967 -1.940 0.187
C: -2.139 0.361 -4.870
C: -1.192 0.216 -2.666
C: -1.030 0.268 -4.052
C: -3.414 0.403 -4.311
C: 2.161 0.047 -1.126
C: -1.060 -1.512 2.481
C: 1.119 0.120 -2.147
C: 1.646 4.183 -1.951
C: 2.056 5.219 -0.918
C: -0.532 -0.284 4.520
C: -2.341 -4.335 0.343
C: -1.399 -2.407 1.386
C: 3.945 -0.127 0.919
C: -0.143 0.399 3.404
C: -1.211 -2.662 -0.914
C: -3.582 0.348 -2.933
C: 2.435 4.518 0.375
C: -2.470 0.254 -2.115
C: 2.577 -0.079 1.147
C: 0.481 3.099 -0.070
C: -2.094 -3.599 1.490
C: 3.511 0.002 -1.426
C: -0.443 -0.311 2.210
C: -1.888 -3.864 -0.881
C: 4.422 -0.086 -0.379
H: 5.483 -0.132 -0.580
H: -2.439 -3.941 2.456
H: 1.423 0.190 -3.186
H: -2.020 0.398 -5.943
H: 2.500 3.575 -2.260
H: 2.896 5.802 -1.288
H: -2.883 -5.270 0.404
H: 2.167 -0.127 2.146
H: 2.615 5.227 1.180
H: -0.434 0.022 5.549
H: -0.114 2.932 -1.956
H: 3.839 0.024 -2.456
H: 1.227 5.904 -0.737
H: -0.841 -2.264 -1.848
H: 3.337 3.915 0.245
H: 1.223 4.651 -2.838
H: -0.058 0.226 -4.522
H: 4.615 -0.208 1.763
H: -2.052 -4.414 -1.795
H: -2.611 0.211 -1.043
H: 0.327 1.370 3.454
H: 1.130 3.501 1.761
H: -4.574 0.382 -2.505

ORCA calculation (the ωB97M-V functional and the def2-TZVPD basis) on a single C25H23BrN2O5 molecule in a non-equilibrium geometry.

Calculated values
SMILES: O=C(C1=C(O)C(=O)N(CCN2CCOCC2)[C@H]1c1cccc(Br)c1)c1cc2ccccc2o1
Lowest unoccupied orbital energy, eV: -0.57
Energy above the lowest of the compared OMol25 structures with the same formula, charge and spin, kJ/mol: 0.0
Total energy, a.u.: -4026.196970

Geometry (Å):
Br: -3.242 -1.741 -3.641
O: -2.079 1.907 3.350
O: 4.058 -4.093 -1.123
O: 2.102 1.432 2.369
O: -1.945 0.954 0.748
O: 3.800 0.970 0.188
N: 1.872 0.850 -1.086
N: 2.703 -1.755 -2.022
C: -0.184 3.098 3.074
C: 4.121 -1.728 -1.688
C: -1.333 4.560 6.353
C: 0.370 1.290 0.634
C: 2.453 0.692 -2.392
C: -0.616 -2.695 -0.585
C: -0.996 2.126 2.553
C: 0.448 0.932 -0.837
C: -0.267 -0.375 -1.103
C: -0.789 3.512 4.290
C: 2.319 -0.725 -2.965
C: 0.055 -1.506 -0.364
C: 1.622 1.265 1.139
C: 2.591 0.998 0.039
C: -2.819 2.847 5.490
C: 2.355 -3.076 -2.520
C: -1.906 -1.646 -2.289
C: -0.477 4.443 5.283
C: -1.252 -0.446 -2.075
C: -1.602 -2.777 -1.552
C: -0.945 1.411 1.273
C: 4.413 -2.813 -0.654
C: 2.694 -4.124 -1.461
C: -1.959 2.729 4.406
C: -2.486 3.774 6.455
H: 1.283 -3.106 -2.729
H: 0.002 1.719 -1.458
H: -1.521 0.427 -2.652
H: 0.717 3.482 2.644
H: 0.827 -1.450 0.388
H: 4.744 -1.901 -2.584
H: 2.490 -5.128 -1.836
H: -0.378 -3.569 0.002
H: -3.706 2.240 5.560
H: 1.274 -0.905 -3.231
H: 1.974 1.393 -3.085
H: 3.854 -2.587 0.267
H: 4.379 -0.764 -1.253
H: 0.414 5.048 5.206
H: 2.085 -3.935 -0.565
H: 3.507 0.964 -2.294
H: -2.131 -3.701 -1.729
H: 5.479 -2.851 -0.429
H: 3.070 1.315 2.309
H: -1.116 5.271 7.136
H: 2.906 -3.312 -3.448
H: -3.130 3.899 7.312
H: 2.917 -0.767 -3.894

ORCA calculation (the ωB97M-V functional and the def2-TZVPD basis) on a molecular structure, C25H23ClIN5O6SSbSe4W in a non-equilibrium geometry.

Calculated values
Net charge: -1
Lowest unoccupied orbital energy (spin up / spin down), eV: 0.16 / 0.15
Total energy, a.u.: -12760.859672

Geometry (Å):
W: 0.578 1.488 -0.930
I: 1.711 3.309 -2.571
Sb: -0.305 2.170 3.428
Se: -2.430 3.132 4.112
Se: 0.092 1.819 1.098
Se: -0.240 0.137 4.758
Se: 1.299 3.637 4.528
Cl: 1.172 -6.439 1.645
S: 0.473 -4.213 -2.302
O: 1.569 0.068 -1.385
O: -0.481 1.184 -2.375
O: -2.290 4.939 -0.645
O: 3.367 -1.304 -0.140
O: 2.596 0.065 -3.328
O: 2.549 1.750 -0.007
N: 4.059 2.277 1.621
N: -1.576 -0.086 -0.379
N: 0.035 -1.685 -2.137
N: -2.684 -1.927 0.283
N: -1.228 2.997 -1.268
C: 0.721 -2.557 -2.785
C: 1.289 -1.241 1.641
C: -1.415 2.066 -2.221
C: -4.461 -0.805 1.661
C: 2.557 -0.246 -2.158
C: -2.664 2.267 -3.034
C: 3.708 -1.003 -1.469
C: -3.135 1.535 0.786
C: 2.764 -4.934 0.078
C: -4.222 1.599 1.638
C: 3.286 -3.731 -0.367
C: 1.824 -2.538 1.142
C: 1.322 -3.745 1.596
C: -2.675 0.283 0.393
C: -3.359 -0.868 0.830
C: 3.012 2.677 0.844
C: 2.829 -2.533 0.166
C: -1.636 -1.431 -0.442
C: 1.796 -4.933 1.066
C: -2.225 3.965 -1.348
C: -0.668 -3.644 -1.136
C: -0.763 -2.256 -1.193
C: -3.198 3.582 -2.471
C: -4.874 0.449 2.072
C: 2.435 3.901 0.994
H: 1.191 -0.568 0.758
H: -4.205 3.501 -2.055
H: -3.203 4.388 -3.209
H: -2.661 2.455 0.463
H: -4.533 2.567 2.005
H: 0.320 -1.359 2.129
H: 1.977 -0.769 2.347
H: 4.503 2.939 2.229
H: 3.978 -1.878 -2.066
H: 3.110 -5.867 -0.337
H: 1.580 4.217 0.394
H: -2.423 2.304 -4.102
H: 4.575 -0.332 -1.445
H: -4.960 -1.704 1.985
H: -5.706 0.547 2.750
H: 0.566 -3.749 2.365
H: 1.406 -2.322 -3.576
H: -1.138 -4.322 -0.459
H: 4.478 1.382 1.437
H: 4.047 -3.737 -1.134
H: -2.897 -2.901 0.400
H: 2.819 4.607 1.704
H: -3.339 1.421 -2.873

ORCA calculation (the ωB97M-V functional and the def2-TZVPD basis) on a molecular structure, C25H23FeN6 in a non-equilibrium geometry.

Calculated values
Net charge: +2
Lowest unoccupied orbital energy (spin up / spin down), eV: -6.55 / -7.88
Spin multiplicity: 6
Total energy, a.u.: -2558.153154

Geometry (Å):
Fe: -0.102 -0.731 -0.241
N: 1.112 1.896 -1.916
N: -2.241 0.067 -0.050
N: 1.989 0.002 0.103
N: -0.054 -0.221 2.024
N: 0.168 0.946 -1.792
N: 1.014 -0.674 2.710
C: 2.843 0.851 -0.474
C: -0.662 2.662 -2.980
C: -4.320 -0.990 -0.530
C: 3.651 -3.217 2.221
C: 5.715 3.413 -2.430
C: 4.735 2.545 -1.742
C: 3.416 -1.954 0.180
C: 2.656 -2.429 2.798
C: 5.113 1.730 -0.663
C: 3.398 2.536 -2.134
C: 2.033 -1.413 2.093
C: -2.876 1.192 0.255
C: -2.940 -0.998 -0.438
C: -0.900 1.393 -2.449
C: 4.207 0.908 -0.060
C: 4.331 -4.270 3.014
C: -4.259 1.294 0.197
C: 0.872 -0.439 4.032
C: 2.453 -1.104 0.771
C: 2.439 1.767 -1.495
C: 3.977 -2.992 0.879
C: -0.337 0.190 4.211
C: 0.628 2.955 -2.613
C: -4.987 0.182 -0.197
C: -0.875 0.304 2.926
H: 3.689 -5.148 3.097
H: -1.790 0.799 -2.532
H: 3.119 3.138 -2.983
H: 5.259 -4.581 2.544
H: 4.527 -3.927 4.028
H: -4.857 -1.866 -0.855
H: -4.747 2.221 0.452
H: 6.135 1.758 -0.322
H: 1.630 -0.695 4.743
H: -2.250 2.027 0.541
H: -6.062 0.225 -0.250
H: 4.699 -3.633 0.397
H: 6.733 3.085 -2.239
H: 2.363 -2.625 3.819
H: -0.778 0.517 5.129
H: -1.339 3.267 -3.547
H: 3.705 -1.761 -0.843
H: 4.508 0.291 0.772
H: -2.355 -1.889 -0.691
H: 5.627 4.438 -2.060
H: 5.528 3.451 -3.502
H: 1.189 3.851 -2.770
H: -1.805 0.747 2.634

ORCA calculation (the ωB97M-V functional and the def2-TZVPD basis) on a molecular structure, C25H23IMoN8O3SSbSe4.

Calculated values
Net charge: +3
Lowest unoccupied orbital energy (spin up / spin down), eV: -9.16 / -10.36
Spin multiplicity: 3
Energy above the lowest of the compared OMol25 structures with the same formula, charge and spin, kJ/mol: 0.0
Total energy, a.u.: -12239.446580

Geometry (Å):
I: 3.556 -5.589 0.381
Sb: 4.529 0.198 -3.518
Mo: 0.293 -0.561 -0.771
Se: 5.814 2.028 -2.772
Se: 0.799 -1.471 -2.717
Se: 5.082 -1.498 -5.253
Se: 2.249 0.989 -4.006
S: 1.955 0.972 -0.087
O: -6.652 -1.636 0.715
O: 4.191 -1.110 -1.903
O: -7.090 0.478 0.759
N: 2.547 3.383 -0.921
N: 0.577 3.328 0.235
N: 1.450 -1.843 0.644
N: 5.586 -2.870 -1.661
N: 5.558 -1.144 -0.112
N: -1.502 -1.345 0.142
N: -1.250 0.839 -1.365
N: -6.374 -0.469 0.551
C: -1.596 -2.448 0.882
C: -2.501 0.526 -0.938
C: -2.796 -2.876 1.436
C: -5.010 -0.164 0.050
C: -3.443 2.343 -2.189
C: -0.252 1.999 2.148
C: -3.892 -1.002 0.399
C: 2.127 -2.351 2.883
C: -2.178 2.635 -2.641
C: -1.759 3.337 0.826
C: 2.728 -3.526 2.467
C: -0.483 2.848 1.074
C: -1.103 1.870 -2.190
C: 1.625 2.691 -0.267
C: -2.639 -0.629 -0.102
C: 2.684 -3.844 1.114
C: 5.127 -1.708 -1.232
C: 1.511 -1.538 1.951
C: -3.945 -2.156 1.212
C: -2.820 2.932 1.621
C: -4.896 0.906 -0.759
C: -3.624 1.268 -1.301
C: -1.324 1.582 2.927
C: 2.031 -2.993 0.241
C: -2.609 2.033 2.660
H: 0.504 4.314 0.007
H: 6.317 -1.531 0.427
H: 2.133 -2.062 3.925
H: -0.687 -3.011 1.040
H: 5.188 -3.280 -2.492
H: 2.558 4.393 -0.949
H: -4.297 2.928 -2.510
H: -0.091 2.083 -2.514
H: 6.308 -3.380 -1.176
H: -5.775 1.492 -0.994
H: -3.809 3.335 1.444
H: 1.039 -0.614 2.256
H: 1.960 -3.233 -0.809
H: -1.143 0.943 3.783
H: -2.004 3.445 -3.335
H: -2.814 -3.776 2.034
H: -1.920 4.048 0.024
H: -3.433 1.732 3.292
H: 3.319 2.891 -1.364
H: 0.758 1.724 2.414
H: -4.884 -2.481 1.633
H: 3.215 -4.182 3.177
H: 5.277 -0.194 0.074